Entry 1:
C5H6O | ωB97M-V/def2-TZVPD

CARTESIAN COORDINATES (ANGSTROEM)
O: -1.14650 -2.00011 -0.87320
C: -0.54725 -1.02113 -0.51033
C: 0.62469 -0.20053 -1.06011
C: 0.77271 0.37929 0.38659
C: -0.25999 1.38116 0.71466
C: -0.48011 -0.33641 0.79934
H: 1.44680 -0.83600 -1.39917
H: 0.35823 0.51543 -1.84006
H: 1.68376 0.23182 0.95163
H: -0.67915 1.85179 -0.17747
H: -1.20087 0.82969 1.22470
H: -0.57231 -0.79499 1.78339

The maximum force comes out at 1.7 eV/A. Its energy above the lowest of the compared OMol25 structures with the same formula, charge and spin is 96.2 kcal per mole. For the HOMO-LUMO gap, the calculation gives 9.73 eV. For the energy, the calculation gives -269.1929 Eh.

***

Entry 2:
C21H54BCl3LiN2O10 | ωB97M-V/def2-TZVPD

CARTESIAN COORDINATES (ANGSTROEM)
Li: 0.71563 -0.61269 2.61396
C: -2.85613 4.65357 0.04858
O: -1.87287 3.88747 0.76698
C: -1.86381 2.41083 0.71647
C: -0.76928 1.88205 1.64832
N: 0.53943 2.70786 1.61241
H: 0.95342 2.57295 0.70108
H: 0.33895 3.68037 1.79715
C: 1.60629 2.34141 2.69098
C: 2.39259 3.61127 3.14553
O: 1.72043 4.79566 2.67003
C: 2.46499 6.06572 2.84173
H: -3.30139 4.03651 -0.73186
H: -2.43015 5.60182 -0.27921
H: -3.64337 4.95326 0.74035
H: -1.51909 2.15598 -0.28569
H: -2.85338 2.01278 0.94096
H: -0.50271 0.83547 1.50095
H: -1.02677 1.98204 2.70273
H: 2.21308 1.58273 2.19671
H: 1.17345 1.93209 3.60379
H: 3.46120 3.50965 2.95620
H: 2.33332 3.40150 4.21351
H: 2.58123 6.29698 3.90055
H: 1.99905 6.93851 2.38430
H: 3.39123 5.93542 2.28208
C: -0.32034 -6.79848 2.49659
O: -0.64121 -5.51247 1.82439
C: -1.89351 -4.90379 2.24065
C: -1.99811 -3.65090 1.43668
N: -0.66179 -2.94806 1.08549
H: -0.30393 -2.62750 1.97391
H: -0.04084 -3.63518 0.68251
C: -0.73163 -1.79572 0.01932
C: -1.00608 -2.44306 -1.36582
O: -0.17657 -3.54811 -1.67201
C: -0.65957 -4.29713 -2.83451
H: 0.35987 -7.35496 1.85181
H: -1.20973 -7.40317 2.67387
H: 0.07769 -6.66313 3.50225
H: -1.91355 -4.66613 3.30424
H: -2.80546 -5.48265 2.09443
H: -2.74077 -3.02477 1.93117
H: -2.41886 -3.90490 0.46377
H: 0.28687 -1.41045 -0.02901
H: -1.36423 -0.96528 0.33283
H: -0.76177 -1.67720 -2.10193
H: -2.06335 -2.70050 -1.42922
H: -0.11465 -5.23771 -2.75410
H: -0.41452 -3.80666 -3.77657
H: -1.68733 -4.65673 -2.78440
B: -0.24285 -1.98349 2.84314
H: -0.40005 -1.25064 2.06695
H: 0.10198 -1.41230 3.69111
H: -1.14633 -2.55650 2.98325
H: 0.53330 -2.64964 2.49952
Cl: 1.26911 -0.03834 -0.10124
O: 1.77881 -1.28814 -0.59396
O: 0.17439 0.15346 -0.97126
O: 0.77723 -0.12164 1.23101
O: 2.21893 1.02840 -0.17157
C: -3.62933 0.07170 -2.94589
C: -3.08396 -0.84089 -1.93223
C: -2.10481 -0.09940 -1.00796
O: -1.79968 1.08204 -1.69783
C: -3.02073 1.35848 -2.35515
H: -4.71680 0.02642 -3.00474
H: -3.09222 -0.03965 -3.88781
H: -2.47742 -1.56653 -2.47415
H: -3.74012 -1.56248 -1.44555
H: -1.21004 -0.69158 -0.81613
H: -2.54470 0.15508 -0.04369
H: -2.93788 2.17518 -3.07225
H: -3.64586 1.79645 -1.57702
C: 4.94495 1.96503 -1.51749
C: 3.50980 2.56380 -1.92490
C: 2.81538 1.67467 -2.92441
O: 3.75382 0.64436 -3.04482
C: 4.59596 0.49345 -1.84989
H: 5.25104 2.23951 -0.50800
H: 5.67702 2.27787 -2.26200
H: 3.55226 3.53593 -2.41609
H: 2.81163 2.72675 -1.10386
H: 2.40674 2.07980 -3.85014
H: 1.94815 1.28953 -2.38806
H: 5.47613 -0.12620 -2.02145
H: 4.08859 -0.22708 -1.20839
C: 0.43686 -0.17137 -3.21106
Cl: 1.22657 0.76050 -4.54111
Cl: -0.50154 -1.50955 -3.81515
H: 1.17450 -0.49836 -2.47819
H: -0.27075 0.47873 -2.69652

The maximum force comes out at 10.3 eV/A. For the HOMO-LUMO gap, the calculation gives 8.65 eV. For the energy, the calculation gives -3106.0148 Eh. Its total charge is +1.

***

Entry 3:
C2H3FO2 | ωB97M-V/def2-TZVPD

CARTESIAN COORDINATES (ANGSTROEM)
C: 2.45415 0.56319 0.00805
C: 0.10290 0.14910 -0.01015
O: 3.60032 0.54262 0.04768
O: 1.31047 0.96101 -0.06512
F: 1.75315 -2.04081 -0.02509
H: -0.47001 0.49040 0.85082
H: 0.41021 -0.91011 0.07856
H: -0.44497 0.32198 -0.93428

The maximum force comes out at 2.3 eV/A. Its energy above the lowest of the compared OMol25 structures with the same formula, charge and spin is 77.3 kcal per mole. For the HOMO-LUMO gap, the calculation gives 8.75 eV. For the energy, the calculation gives -328.2319 Eh.

***

Entry 4:
C11H19F3N4OS2SiTa | ωB97M-V/def2-TZVPD

CARTESIAN COORDINATES (ANGSTROEM)
Ta: -0.26756 -0.35425 -1.54395
N: -5.77485 0.29811 -0.88510
C: -4.54580 0.21893 -0.40366
C: -3.40273 0.12191 -1.25857
N: -2.20098 0.06219 -0.71204
C: -2.03340 0.08933 0.63384
C: -3.16948 0.15975 1.43567
N: -4.38266 0.22014 0.93059
H: -5.97802 0.31873 -1.87020
H: -6.54728 0.36143 -0.23721
H: -3.47470 0.10545 -2.33770
H: -1.02693 0.09629 1.03943
H: -3.08824 0.18155 2.51634
S: 0.12619 -2.61023 -0.81584
C: 1.15057 -2.79494 0.59773
N: 2.03473 -3.74900 0.59932
C: 2.85269 -3.89797 1.81723
C: 2.26588 -2.94848 2.87863
S: 0.99736 -1.92338 2.03167
H: 2.18701 -4.35186 -0.20312
H: 3.88243 -3.64564 1.56785
H: 2.81471 -4.93662 2.14048
H: 3.01374 -2.28430 3.30271
H: 1.75526 -3.47367 3.68206
F: -1.12347 0.37459 -3.08706
C: 0.56116 -0.68629 -3.58412
F: 1.31560 0.14413 -4.14518
F: 0.11981 -1.54736 -4.38428
C: 1.73770 1.89069 1.68025
Si: 1.49371 2.42244 -0.06627
C: 3.00004 2.65022 -1.08836
C: 0.09236 3.56979 -0.38512
O: 0.79789 0.81210 -0.81656
H: 2.15280 2.73219 2.24313
H: 2.45450 1.07180 1.75161
H: 0.80028 1.62038 2.17044
H: 3.51038 3.55815 -0.75159
H: 2.76790 2.78936 -2.14517
H: 3.70515 1.82547 -0.97444
H: 0.35157 4.55553 0.01354
H: -0.82657 3.25715 0.11535
H: -0.09877 3.69620 -1.45234

The maximum force comes out at 1.1 eV/A. Its energy above the lowest of the compared OMol25 structures with the same formula, charge and spin is 9.1 kcal per mole. For the HOMO-LUMO gap, the calculation gives 6.18 eV. For the energy, the calculation gives -2166.4162 Eh. Its total charge is +3.

***

Entry 5:
C5H5N5O2 | ωB97M-V/def2-TZVPD

CARTESIAN COORDINATES (ANGSTROEM)
C: 2.58798 -0.92718 -0.60224
C: 0.53236 -0.26269 -0.17190
C: 1.54370 -0.31178 1.35613
C: 0.31274 1.20880 0.22741
C: -1.91337 0.29547 -0.00516
N: 1.39545 -0.80179 -1.04803
N: 2.66895 -0.51146 0.69406
N: -1.21328 1.33577 0.32043
N: -0.84197 -0.75506 -0.29236
N: -3.10592 0.02785 -0.31155
O: 0.88613 2.17525 0.54984
O: -1.20607 -1.91200 -0.33054
H: 3.35819 -1.17501 -1.25465
H: 3.52564 -0.44958 1.16167
H: -1.28781 2.23425 0.67823
H: -3.79592 0.77412 -0.37060
H: -3.44680 -0.94497 -0.60075

The maximum force comes out at 3.7 eV/A. Its energy above the lowest of the compared OMol25 structures with the same formula, charge and spin is 77.5 kcal per mole. For the HOMO-LUMO gap (alpha / beta), the calculation gives 6.32 / 9.11 eV. For the energy, the calculation gives -616.8720 Eh. Its total charge is +2.

***

What is the formula in the second record? C21H54BCl3LiN2O10